(1)
119
Properties=species:S:1:pos:R:3:forces:R:3:lowdin_charge:R:1 method="wB97M-V/def2-TZVPD" homo_lumo_gap_ha=0.2641 de_lowest_kcal_mol=0.00 total_charge=-2
S 27.3580 0.7540 50.4300 -0.641 -1.107 -0.581 0.32
O 26.8160 -0.5570 50.0010 0.135 0.074 0.588 -0.37
O 26.3430 1.8110 50.3410 -0.038 -0.262 -0.347 -0.38
O 27.8510 0.7220 51.8110 0.325 -1.139 0.922 -0.37
O 28.4780 1.0980 49.5550 1.343 0.271 -0.326 -0.37
N 28.2540 1.7750 47.0270 1.120 -3.662 3.774 -0.07
C 27.8520 0.9500 46.0030 -2.123 1.195 -3.415 -0.16
C 27.5290 1.8170 44.8220 1.720 0.921 3.256 -0.11
C 27.9990 3.2020 45.3000 -2.328 -0.065 0.219 -0.14
C 28.2880 3.0450 46.7540 0.775 3.782 -4.290 -0.24
H 28.6010 1.4740 48.1370 -1.935 0.208 -3.287 0.14
H 27.5010 -0.1380 46.0220 1.016 1.780 0.711 0.11
H 27.0020 1.4950 43.8440 1.276 0.675 1.920 0.08
H 27.7360 4.2730 44.7220 0.972 -3.210 1.794 0.11
H 28.6950 3.8470 47.4740 -0.857 -1.589 -1.296 0.12
N 28.6210 -2.7550 48.2630 -1.360 1.451 1.501 -0.05
C 29.8710 -2.2870 47.8540 -0.994 -6.969 -1.225 -0.10
C 30.5010 -3.4850 47.2500 -5.222 0.721 1.919 -0.10
C 29.5410 -4.6650 47.2270 -1.511 4.835 2.429 -0.05
C 28.2410 -4.0530 47.8700 6.631 0.061 -1.120 -0.08
H 28.1290 -2.1250 49.0420 0.814 -1.841 -2.585 0.15
H 30.1970 -1.3370 48.1270 0.533 1.279 0.190 0.07
H 31.3950 -3.3630 46.7770 2.446 -0.315 -1.119 0.02
H 29.8490 -5.7240 47.0720 -0.792 1.151 -0.225 0.06
H 27.3320 -4.5170 48.1590 -0.483 -0.129 0.297 0.05
N 25.2170 -1.8490 47.9990 -1.086 -0.755 -0.824 -0.01
C 24.6930 -0.6520 47.6220 -0.600 0.411 -2.855 -0.12
C 23.9380 -0.7910 46.3040 3.117 -2.588 4.935 -0.04
C 24.0370 -2.2700 46.0610 1.632 3.633 4.385 -0.10
C 24.7610 -2.8590 47.1560 -0.924 2.160 -2.412 -0.14
H 25.9430 -1.8580 48.7330 -0.860 -0.151 -0.673 0.08
H 25.0830 0.1690 48.2640 -0.819 -0.222 -1.017 0.10
H 23.4650 0.0620 45.8540 -0.127 -0.264 -0.406 0.05
H 23.5980 -2.7160 45.2560 -0.994 -1.506 -1.772 0.03
H 24.8940 -3.9060 47.2480 0.583 -0.543 0.498 0.07
N 24.4030 2.7580 51.8960 -1.947 0.000 -0.106 -0.04
C 23.2130 3.3900 51.3910 -0.206 -0.143 6.614 -0.10
C 22.3210 3.7470 52.6420 1.959 -0.503 -2.917 -0.13
C 23.0500 3.1820 53.7740 2.270 0.057 -1.215 -0.17
C 24.3410 2.5310 53.3190 -1.995 1.663 -1.210 -0.12
H 25.1840 2.4070 51.1710 -1.767 0.422 2.252 0.09
H 23.1060 3.6430 50.3710 -0.007 0.137 -0.744 0.06
H 21.2850 4.4490 52.5820 3.281 -2.352 0.341 0.12
H 22.8770 3.4780 54.8440 -0.012 -0.832 -1.235 0.07
H 25.2160 1.9810 53.8830 -2.153 1.404 -1.288 0.11
N 25.5940 3.9690 49.0180 2.542 -1.038 -1.384 -0.04
C 25.5130 4.2220 47.6210 -3.238 1.755 1.131 -0.11
C 24.9180 5.5800 47.5270 1.187 -1.919 3.552 -0.08
C 24.8820 6.1380 48.9340 3.242 -6.484 -1.305 -0.07
C 25.4890 5.0980 49.8090 -3.104 2.114 -4.023 -0.16
H 26.0800 3.0360 49.2560 -1.061 2.030 0.169 0.09
H 25.5270 3.3010 46.8950 0.155 2.282 1.495 0.13
H 24.4130 6.0480 46.7110 0.266 0.076 -0.612 0.04
H 24.6410 7.0070 49.4060 -0.891 2.607 0.371 0.03
H 25.4310 5.2210 50.8770 0.530 -0.785 0.113 0.09
N 28.4390 2.7400 53.4160 -3.768 0.429 -4.292 -0.05
C 27.5680 3.8770 53.2990 4.382 0.600 5.248 -0.08
C 28.1260 4.9000 54.3750 0.002 -3.198 -4.520 -0.05
C 29.3640 4.1800 54.7400 -0.005 0.055 -0.013 -0.15
C 29.5490 2.8800 54.1310 -4.864 7.202 0.955 -0.16
H 28.2990 1.9680 52.6420 0.130 1.327 1.915 0.09
H 26.6540 3.7810 52.7770 -0.595 0.121 -0.485 0.05
H 27.7810 6.0410 54.3400 1.093 -2.948 0.583 0.11
H 30.1170 4.5460 55.4080 0.133 0.414 0.343 0.05
H 30.0820 2.0670 54.2100 3.546 -3.599 0.924 0.04
N 29.7960 -1.5580 52.7370 0.905 0.818 -0.959 -0.04
C 30.7430 -2.0980 51.7920 0.279 -4.556 9.429 -0.07
C 31.6030 -3.1180 52.5380 -5.150 3.725 2.101 -0.06
C 31.0910 -3.1120 53.9840 -1.801 2.744 -0.822 -0.09
C 30.0130 -2.0290 54.0070 2.141 -3.157 -0.608 -0.16
H 29.0740 -0.7420 52.5050 2.154 -2.128 0.237 0.14
H 30.8220 -1.6530 50.9420 0.513 2.207 -5.419 0.01
H 32.2210 -3.8640 52.1350 0.911 -0.413 -0.622 0.04
H 31.3880 -3.6610 55.0230 -0.570 1.265 -3.196 0.11
H 29.3180 -1.7440 54.8100 0.606 -0.245 -0.379 0.08
N 26.8180 -0.9910 54.4130 -0.131 -0.481 -0.515 -0.04
C 26.2420 -2.2730 54.4150 -1.224 7.171 11.683 -0.05
C 25.6880 -2.4190 55.8710 2.030 -0.528 -1.767 -0.10
C 25.9490 -1.1570 56.5640 2.112 0.743 -3.640 -0.10
C 26.7150 -0.2520 55.5290 -3.560 -4.924 3.567 -0.11
H 27.4080 -0.5550 53.6990 -0.915 -0.633 -0.456 0.10
H 26.3300 -2.8560 53.6980 0.789 -5.420 -6.420 -0.02
H 25.4520 -3.5470 56.3650 0.293 3.677 -1.575 0.13
H 25.8120 -0.8480 57.6210 -0.114 -0.503 -1.056 0.06
H 26.9360 0.7710 55.5760 0.545 1.078 0.008 0.07
N 26.7820 -3.8120 51.0280 0.337 -4.766 0.991 0.01
C 27.8440 -4.3220 51.7780 -0.462 -1.386 -0.314 -0.10
C 27.6270 -5.7730 51.9240 -0.154 2.174 0.274 -0.11
C 26.3760 -6.1780 51.3160 1.212 7.541 -1.969 -0.05
C 25.9630 -4.8570 50.6750 -0.408 -2.926 1.230 -0.14
H 26.7140 -2.9390 50.6150 0.032 2.095 -0.480 0.06
H 28.6520 -3.5790 52.0490 -0.908 -1.574 -0.078 0.09
H 28.3020 -6.3750 52.5370 -0.272 0.180 -0.344 0.07
H 25.7770 -6.9920 51.0380 -0.063 -1.415 0.306 0.05
H 25.0600 -4.7230 50.0560 0.637 0.213 0.490 0.09
N 31.1780 1.7960 49.7540 0.691 1.261 4.438 -0.03
C 31.4560 2.1110 51.1900 4.578 1.180 -3.149 -0.03
C 32.9370 2.7270 51.1270 -3.056 -2.600 -2.050 -0.08
C 33.3640 2.6280 49.6820 -5.433 -0.817 1.982 -0.10
C 32.1130 2.1570 48.8880 4.561 0.994 2.272 -0.13
H 30.3040 1.4100 49.4660 -0.765 -0.130 0.192 0.06
H 30.8300 1.7900 52.0660 0.668 0.479 -1.543 0.06
H 33.6180 3.0440 52.0180 -1.639 -0.725 -1.833 0.08
H 34.3790 2.7850 49.4050 0.242 0.360 -0.734 0.03
H 31.9250 2.0450 47.8180 0.340 0.027 0.462 0.10
C 28.8650 4.6160 50.4040 -2.865 -2.821 3.097 0.01
N 28.7210 6.0900 50.3480 -2.279 0.048 0.455 -0.40
O 29.2910 6.6570 49.4340 -0.152 0.035 0.623 0.06
O 27.9910 6.6380 51.2060 1.742 -0.882 -1.585 0.02
H 29.3090 4.1850 49.5940 2.648 -0.078 -1.979 0.02
H 27.9540 3.7820 50.3010 0.892 3.305 0.676 0.14
H 29.2270 4.3320 51.4320 0.212 0.490 -1.286 0.10
C 23.6720 -1.5430 51.3620 4.727 -4.045 1.866 0.05
N 22.6430 -2.6000 51.5130 -2.166 0.825 -0.303 -0.39
O 22.7040 -3.5490 50.7650 0.452 -0.352 0.310 0.05
O 21.6260 -2.3560 52.2110 2.427 -0.279 -0.773 0.02
H 24.1620 -1.2620 52.3130 -0.141 -1.290 0.388 0.11
H 23.2390 -0.6890 51.3270 -3.506 5.570 -1.662 0.02
H 24.5640 -1.6880 50.6870 -1.791 -0.317 0.215 0.09

(2)
119
Properties=species:S:1:pos:R:3:forces:R:3:lowdin_charge:R:1 method="wB97M-V/def2-TZVPD" homo_lumo_gap_ha=0.2576 de_lowest_kcal_mol=8.14 total_charge=+3
Y 2.0770 -0.0917 1.2163 -0.471 -0.893 0.333 0.99
C -1.0844 3.7900 2.6804 0.022 0.006 -0.015 -0.06
C -1.1687 3.1228 1.3483 0.044 0.024 -0.040 -0.26
C -1.5354 3.7813 0.2179 -0.002 0.005 -0.012 0.08
C -1.6167 3.1082 -1.0317 0.018 -0.063 0.010 -0.18
N -1.4442 1.8202 -1.1001 0.059 0.054 0.101 0.20
N -1.0979 1.1522 0.0314 -0.020 -0.113 -0.234 0.05
B -1.3449 -0.3300 -0.2038 -0.023 -0.116 0.132 -0.65
N -1.2200 -1.4309 0.8493 0.026 0.010 -0.027 0.11
N -2.4705 -0.9857 0.6664 0.037 0.050 -0.008 0.24
C -3.4527 -1.2303 1.4980 0.091 0.041 -0.033 -0.09
C -3.1361 -2.1605 2.5234 -0.089 -0.010 -0.028 0.12
C -1.8849 -2.6851 2.6882 0.115 -0.051 -0.030 -0.20
C -1.5772 -3.6578 3.7726 -0.009 0.001 -0.019 -0.03
C -0.8164 -2.2216 1.8310 -0.047 0.104 -0.010 -0.66
S 0.8265 -2.5679 2.0755 -0.005 -0.020 0.028 0.67
C -4.7659 -0.5034 1.3230 0.043 -0.013 0.107 -0.52
C -5.3890 -0.9178 -0.0120 -0.074 -0.071 -0.044 -0.02
C -5.7233 -0.8280 2.4700 -0.005 0.047 -0.024 -0.03
C -4.4532 1.0022 1.3116 -0.036 0.011 -0.049 -0.01
N -1.2622 -0.7801 -1.6438 -0.174 0.058 0.095 0.03
N -2.4609 -0.8550 -2.2506 0.088 -0.040 -0.070 0.20
C -2.4886 -1.1506 -3.5255 0.008 0.015 0.044 -0.17
C -1.2796 -1.3732 -4.2318 -0.027 0.027 -0.004 0.10
C -0.0686 -1.3024 -3.6115 -0.006 0.004 -0.021 -0.23
C 1.2148 -1.5246 -4.3409 -0.013 -0.001 0.011 -0.05
C -0.0753 -0.9809 -2.2237 0.065 -0.003 0.022 -0.56
S 1.4033 -0.8240 -1.3612 -0.027 0.034 -0.196 0.66
C -3.8655 -1.2626 -4.1724 0.064 0.014 0.021 -0.54
C -3.7634 -1.4611 -5.6844 -0.011 -0.015 -0.014 -0.05
C -4.6632 0.0171 -3.8965 -0.016 0.001 0.018 -0.03
C -4.5732 -2.4751 -3.5519 -0.019 -0.004 0.029 -0.02
C -0.8464 1.7373 1.2168 -0.119 0.018 0.149 -0.59
S -0.2000 0.8406 2.5249 -0.005 -0.026 0.046 0.73
C -1.9494 3.8529 -2.3086 0.025 -0.042 0.016 -0.54
C -1.8300 2.9280 -3.5173 -0.020 0.012 -0.030 -0.04
C -0.9705 5.0242 -2.4645 0.014 0.020 -0.024 -0.03
C -3.3876 4.3767 -2.1954 -0.003 0.008 0.000 -0.02
H -1.3584 4.8392 2.6001 0.001 0.020 0.003 0.10
H -0.0756 3.7094 3.0829 0.030 0.006 0.012 0.06
H -1.7529 3.3057 3.3940 0.001 -0.017 0.008 0.09
H -1.7616 4.8380 0.2623 -0.014 0.023 0.001 0.14
H -3.9191 -2.4471 3.2105 -0.001 -0.003 0.003 0.13
H -2.4666 -3.9010 4.3472 -0.009 -0.004 0.007 0.10
H -0.8158 -3.2473 4.4368 0.006 0.004 0.022 0.09
H -1.1653 -4.5737 3.3463 0.020 -0.015 -0.001 0.10
H -5.6645 -1.9737 -0.0081 0.002 -0.013 -0.001 0.10
H -4.7061 -0.7391 -0.8400 0.050 0.032 -0.026 0.04
H -6.2962 -0.3368 -0.1755 -0.022 0.005 -0.010 0.11
H -5.9669 -1.8898 2.5113 -0.020 -0.024 -0.013 0.10
H -6.6560 -0.2905 2.3072 -0.015 0.007 0.001 0.10
H -5.3317 -0.5147 3.4388 0.035 0.002 0.018 0.10
H -3.8598 1.2776 0.4370 0.004 0.004 -0.022 0.08
H -3.9216 1.3094 2.2141 0.008 -0.003 0.038 0.10
H -5.3890 1.5574 1.2654 -0.016 0.022 -0.003 0.11
H -1.3190 -1.5973 -5.2876 -0.005 -0.018 -0.020 0.13
H 1.0223 -1.7416 -5.3881 0.009 -0.009 -0.028 0.09
H 1.7682 -2.3554 -3.9027 0.006 -0.013 0.014 0.09
H 1.8525 -0.6429 -4.2703 0.004 0.014 0.004 0.09
H -3.2433 -0.6362 -6.1738 0.017 0.032 -0.005 0.10
H -4.7683 -1.5027 -6.1022 -0.014 0.001 -0.002 0.10
H -3.2693 -2.3967 -5.9493 0.011 -0.030 0.006 0.09
H -4.2092 0.8780 -4.3885 0.015 0.008 -0.025 0.08
H -4.7335 0.2275 -2.8308 -0.001 0.002 0.036 0.06
H -5.6727 -0.0953 -4.2899 -0.027 -0.004 -0.013 0.10
H -4.0289 -3.3988 -3.7551 0.019 -0.012 -0.009 0.10
H -5.5703 -2.5744 -3.9792 -0.022 -0.002 -0.015 0.10
H -4.6715 -2.3646 -2.4724 -0.008 0.005 0.008 0.06
H -0.8160 2.5397 -3.6229 0.031 -0.007 0.007 0.09
H -2.0740 3.4889 -4.4186 -0.011 0.012 -0.025 0.10
H -2.5132 2.0824 -3.4417 -0.004 -0.002 0.013 0.06
H 0.0628 4.6745 -2.4982 0.020 -0.013 0.001 0.09
H -1.0600 5.7570 -1.6628 -0.010 0.007 0.040 0.08
H -1.1788 5.5446 -3.3984 -0.007 0.005 -0.023 0.10
H -4.0971 3.5541 -2.0944 -0.023 -0.029 -0.004 0.09
H -3.6434 4.9366 -3.0941 -0.007 0.012 -0.022 0.10
H -3.5152 5.0471 -1.3447 0.002 0.021 0.021 0.09
Cl 6.2435 5.1719 -2.0762 -0.020 -0.013 0.006 0.74
C 5.1008 4.2189 -1.2103 0.031 -0.019 -0.003 -0.66
C 5.2291 2.8367 -1.2021 -0.101 0.087 0.055 -0.10
C 4.2872 2.1244 -0.4911 0.108 -0.057 -0.058 -0.50
Cl 4.4147 0.3640 -0.3984 0.143 0.166 -0.102 0.76
C 3.2189 2.6799 0.2080 -0.042 -0.035 -0.015 -0.45
O 2.3624 1.9030 0.8628 0.318 0.829 -0.108 -0.35
C 3.1487 4.0757 0.1809 -0.027 0.063 -0.006 -0.57
Cl 1.8871 4.8639 1.0645 0.006 -0.051 -0.007 0.77
C 4.0701 4.8385 -0.5162 0.015 -0.070 -0.020 -0.10
H 6.0341 2.3472 -1.7281 0.037 -0.006 -0.028 0.12
H 3.9871 5.9156 -0.5140 0.003 0.024 -0.008 0.12
C 6.6862 -2.8229 2.1393 0.040 -0.098 -0.011 -0.04
C 5.5389 -1.7943 2.0474 0.029 0.127 0.024 -0.15
N 4.3040 -2.4080 1.5325 -0.015 -0.019 0.021 -0.17
C 4.5528 -2.9921 0.2050 -0.045 0.028 -0.110 -0.15
C 5.6760 -4.0515 0.2584 0.067 -0.060 0.056 -0.04
N 6.1450 -4.1451 1.6813 0.008 -0.015 0.000 -0.09
C 5.0117 -4.5649 2.5681 0.096 -0.040 -0.030 -0.04
C 3.9055 -3.4940 2.4443 -0.034 -0.013 0.043 -0.18
H 7.0518 -2.9632 3.1549 0.011 0.038 -0.010 0.14
H 7.5277 -2.5809 1.4926 -0.004 0.034 0.022 0.14
H 5.8267 -0.9772 1.3890 0.001 -0.021 0.045 0.08
H 5.3261 -1.3731 3.0295 0.007 0.004 -0.021 0.12
H 4.8322 -2.2023 -0.4902 -0.014 -0.026 0.011 0.08
H 3.6229 -3.4353 -0.1512 0.014 0.011 -0.012 0.13
H 6.5416 -3.7820 -0.3441 -0.032 -0.007 -0.028 0.14
H 5.3389 -5.0448 -0.0323 -0.006 0.024 -0.032 0.14
H 6.8871 -4.8435 1.7387 -0.021 0.022 -0.005 0.20
H 5.4099 -4.6532 3.5775 -0.038 -0.008 -0.005 0.14
H 4.6876 -5.5473 2.2289 -0.024 0.012 0.040 0.14
H 3.6936 -3.0685 3.4233 -0.022 -0.002 -0.004 0.11
H 2.9945 -3.9512 2.0664 -0.001 0.008 0.013 0.06
I 2.6283 -0.3178 7.5755 -0.012 -0.037 0.121 0.97
C 2.9270 0.2951 5.6430 0.052 0.082 -0.146 -0.77
C 3.3278 1.5434 5.1987 -0.020 -0.042 -0.025 -0.09
N 3.3816 1.4897 3.8620 0.005 -0.014 -0.068 0.02
N 3.0392 0.2759 3.3927 -0.107 -0.091 0.030 -0.11
C 2.7554 -0.4530 4.4782 0.035 0.095 0.068 -0.22
H 3.5683 2.4440 5.7372 0.011 0.023 0.039 0.14
H 3.5601 2.2426 3.2125 -0.022 -0.023 0.030 0.16
H 2.3974 -1.4654 4.3790 0.012 -0.020 0.013 0.08

| no. | HOMO energy (eV) |
| --- | --- |
| 1 | -3.23 |
| 2 | -14.56 |